Molecular formula: C21H45FN2O5
Method: DFT, ωB97M-V/def2-TZVPD

Last column: Löwdin charge in e.
CARTESIAN COORDINATES (ANGSTROEM)
C -3.9505 3.5115 -4.6095  -0.089
C -4.5207 3.0748 -3.2703  -0.134
C -3.6768 3.5819 -2.1243  -0.536
O -2.5099 3.5941 -2.1905  0.153
O -4.3813 4.0276 -1.0687  0.020
C -3.8607 3.6334 0.2018  -0.114
C -4.7707 2.6323 0.9187  -0.085
O -3.9821 1.5030 1.3349  0.044
C -4.3081 0.3567 0.7545  -0.614
O -5.3817 -0.0507 0.5899  0.209
O -3.2219 -0.3772 0.3945  0.080
C -2.2498 0.3621 -0.3011  -0.385
F -1.3976 0.8820 0.6069  0.067
C -1.5353 -0.5903 -1.2106  -0.136
C -0.1811 -0.0215 -1.7017  -0.067
H -2.8674 3.5267 -4.6042  0.071
H -4.2706 4.5138 -4.8645  0.077
H -4.2673 2.8629 -5.4189  0.073
H -5.5031 3.5248 -3.1954  0.114
H -4.6137 1.9983 -3.2264  0.120
H -2.8532 3.2337 0.1649  0.122
H -3.8088 4.5258 0.8117  0.129
H -5.1456 3.0917 1.8217  0.128
H -5.6395 2.3614 0.3302  0.137
H -2.6709 1.1601 -0.9084  0.151
H -1.3380 -1.5262 -0.7090  0.113
H -2.1526 -0.7677 -2.0795  0.117
H 0.1169 0.8432 -1.1241  0.070
H -0.2246 0.1738 -2.7638  0.069
H 0.5935 -0.7674 -1.5692  0.066
C -2.5639 -2.1373 2.7314  -0.086
C -1.8203 -2.9274 3.7966  -0.268
N -0.4278 -2.5411 3.9260  -0.198
C 0.3510 -3.4605 4.7376  -0.253
C -0.0041 -3.5922 6.2236  -0.089
C -0.1852 -1.1276 4.1593  -0.243
C -0.8194 -0.4845 5.3996  -0.082
H -2.0641 -2.2129 1.7675  0.071
H -3.5751 -2.5321 2.6167  0.083
H -2.6567 -1.0826 2.9935  0.065
H -1.8561 -3.9836 3.5144  0.118
H -2.3685 -2.8428 4.7483  0.101
H 1.4085 -3.1953 4.6496  0.110
H 0.2687 -4.4526 4.2816  0.108
H 0.3376 -2.7341 6.8009  0.054
H 0.4894 -4.4725 6.6418  0.069
H -1.0757 -3.7138 6.3839  0.065
H -0.5276 -0.5765 3.2792  0.096
H 0.8946 -0.9585 4.1823  0.114
H -1.8576 -0.7880 5.5404  0.067
H -0.8107 0.6025 5.2912  0.071
H -0.2652 -0.7152 6.3083  0.053
C 5.1470 -2.3978 -1.5549  -0.091
C 5.5712 -1.5402 -2.7380  -0.278
N 4.5583 -0.5889 -3.1542  -0.200
C 4.8461 0.0326 -4.4358  -0.252
C 6.0836 0.9318 -4.5418  -0.088
C 4.0626 0.3000 -2.1176  -0.252
C 5.0759 1.1991 -1.3974  -0.081
H 4.2113 -2.9183 -1.7639  0.079
H 5.9122 -3.1486 -1.3526  0.072
H 5.0231 -1.8101 -0.6443  0.064
H 5.7718 -2.2110 -3.5781  0.117
H 6.5280 -1.0521 -2.4955  0.100
H 3.9679 0.6019 -4.7535  0.111
H 4.9468 -0.7690 -5.1748  0.108
H 5.9256 1.8986 -4.0660  0.054
H 6.3049 1.1282 -5.5931  0.070
H 6.9694 0.4704 -4.1042  0.065
H 3.5544 -0.3089 -1.3651  0.096
H 3.2710 0.9258 -2.5380  0.112
H 5.9891 0.6660 -1.1295  0.067
H 4.6358 1.5752 -0.4711  0.072
H 5.3452 2.0695 -1.9936  0.054

Cartesian forces (eV/Å) of the 6 atoms listed first:
C 0.3 -0.1 -0.3
C -0.4 1.2 -0.4
C -2.3 -0.3 -1.1
O 3.2 -0.1 0.5
O -0.4 -0.8 0.5
C -0.2 0.5 0.8

## Properties
E_HOMO: -7.95 eV
multiplicity: 1

***

Molecular formula: C4H10O2
Method: DFT, ωB97M-V/def2-TZVPD

Last column: Löwdin charge in e.
CARTESIAN COORDINATES (ANGSTROEM)
C 1.1630 1.2374 0.2405  -0.018
C -0.0989 0.3796 0.0474  -0.599
C -0.4391 -0.4513 1.2898  -0.030
O -1.1308 1.3187 -0.2420  -0.023
C 0.0942 -0.6052 -1.1231  -0.210
O -1.0248 -1.4598 -1.3145  -0.066
H 2.0313 0.8395 -0.2975  0.081
H 0.9645 2.2442 -0.1350  0.086
H 1.4336 1.3219 1.2975  0.081
H 0.4684 -0.8872 1.7216  0.089
H -0.9361 0.1546 2.0523  0.092
H -1.1154 -1.2679 1.0155  0.072
H -1.9815 0.8630 -0.2361  0.098
H 0.2278 -0.0529 -2.0584  0.132
H 1.0057 -1.1921 -0.9341  0.128
H -0.8632 -2.2832 -0.8390  0.086

Cartesian forces (eV/Å) of the 6 atoms listed first:
C 0.0 0.0 0.0
C 0.3 -0.2 0.1
C 0.0 0.0 0.1
O -0.3 -0.2 0.0
C 0.2 0.2 0.0
O 0.0 -0.2 0.0

## Properties
E_HOMO: -9.88 eV
multiplicity: 1

***

Molecular formula: C23H44BiCl3N4O3SSi
Method: DFT, ωB97M-V/def2-TZVPD

Last column: Löwdin charge in e.
CARTESIAN COORDINATES (ANGSTROEM)
C -2.8912 -2.3272 -3.4707  -0.051
C -1.5889 -1.6667 -3.7776  -0.228
H -3.4863 -2.4762 -4.3761  0.066
H -3.4897 -1.7304 -2.7737  0.037
H -2.6941 -3.3005 -3.0087  0.090
C -1.2723 -1.2405 -5.0135  -0.123
C -2.2181 -1.2479 -6.1776  -0.120
H -0.2511 -0.9281 -5.2718  0.100
H -3.2119 -0.8572 -5.9030  0.072
H -2.3367 -2.2617 -6.6100  0.081
H -1.8116 -0.6087 -6.9770  0.065
Bi -0.6622 0.2807 0.5757  1.283
Cl 0.1514 -2.1678 0.9968  -0.116
Cl -2.1715 1.6930 2.2082  -0.182
H 0.8224 1.1352 6.6356  0.088
H 0.1771 -1.1593 6.9595  0.091
C 0.1623 1.2779 5.7720  -0.030
C -0.5937 -1.0378 6.1869  -0.045
N -0.1733 -0.0287 5.2251  -0.182
H 0.6442 1.8969 5.0155  0.088
C -0.0425 -0.3282 3.9286  -0.370
O 0.5788 0.3697 3.0945  -0.195
H -0.7349 -1.9888 5.6568  0.093
H -0.5643 -1.2677 3.6400  0.095
H -0.7469 1.7731 6.1289  0.097
H -1.5362 -0.7437 6.6701  0.094
H -2.8629 1.1328 -2.5553  0.068
H -1.2421 1.8328 -5.0912  0.086
C -2.6447 2.2092 -2.5836  -0.029
C -1.1030 2.7300 -4.4734  -0.041
N -1.2809 2.4249 -3.0523  -0.177
H -2.7378 2.6062 -1.5675  0.091
C -0.2920 2.5618 -2.1425  -0.335
O -0.4814 2.4521 -0.9155  -0.215
H -0.0948 3.1191 -4.6413  0.091
H 0.7113 2.7528 -2.5765  0.138
H -3.3340 2.7138 -3.2690  0.088
H -1.8441 3.4728 -4.7854  0.089
O -1.1970 -0.4780 -1.8000  -0.479
C -0.6658 -1.4639 -2.5793  -0.452
C 1.0183 0.1059 -3.5684  -0.129
C 0.7641 -1.1221 -2.9723  -0.221
H 0.1687 0.7911 -3.6572  0.077
C 2.2908 0.4496 -4.0103  -0.107
H -0.6530 -2.4134 -2.0255  0.116
C 1.8220 -1.9986 -2.7113  -0.054
H 2.4720 1.4237 -4.4768  0.101
C 3.3366 -0.4527 -3.8199  -0.112
C 3.0973 -1.6770 -3.1767  -0.098
H 1.6266 -2.9068 -2.1351  0.112
H 4.3484 -0.1958 -4.1438  0.095
H 3.9109 -2.3847 -3.0097  0.097
Si -4.6071 -1.0827 1.4790  0.221
Cl -3.3288 -0.7666 -0.2427  0.358
C -5.4331 0.5625 1.7874  -0.239
C -3.3945 -1.7989 2.7003  -0.233
C -5.9876 -2.3305 1.2314  -0.209
H -4.7835 1.4108 1.5330  -0.025
H -5.7229 0.6520 2.8433  0.037
H -6.3589 0.6099 1.2041  0.029
H -6.7771 -1.9646 0.5621  0.031
H -6.4562 -2.5067 2.2106  0.038
H -5.6359 -3.2992 0.8554  0.032
H -2.3494 -1.5467 2.4879  -0.059
H -3.4667 -2.8988 2.6721  0.044
H -3.6223 -1.4595 3.7228  0.039
C 4.4208 2.2106 2.1071  -0.076
N 4.1396 1.5346 0.8382  -0.046
C 3.1628 0.6023 0.7549  -0.773
S 2.0259 0.6107 -0.5302  0.677
N 3.1007 -0.3622 1.6853  -0.038
C 4.1555 -0.6985 2.6284  -0.071
H 3.5684 2.1371 2.7844  0.089
H 4.6427 3.2598 1.8975  0.090
H 5.2979 1.7673 2.5886  0.072
H 4.1494 2.1352 0.0139  0.117
H 2.2613 -0.9463 1.6577  0.027
H 4.0275 -0.1136 3.5516  0.080
H 4.0666 -1.7725 2.8661  0.097
H 5.1628 -0.5047 2.2295  0.092

Cartesian forces (eV/Å) of the 6 atoms listed first:
C -0.4 0.2 -0.1
C 0.7 0.5 -0.8
H 0.1 -0.1 0.2
H 0.1 -0.2 0.0
H -0.1 0.1 0.0
C 0.1 -0.4 0.3

## Properties
E_HOMO: -7.51 eV
multiplicity: 1

***

| no. | LUMO (hartree) |
| --- | --- |
| 1 | 0.0245 |
| 2 | 0.0279 |
| 3 | 0.0047 |